Entry 1:
# C21H34N2O5

A single C21H34N2O5 molecule (ωB97M-V/def2-TZVPD, the Open Molecules 2025 dataset).

The calculation puts the HOMO energy at -8.28 eV. Its lowest unoccupied orbital energy is 0.81 eV. Its charge is 0. As for the total energy: -35545.59321 eV. Its structure (SMILES) is Cc1cc(C)c(NC(=O)CN2CCOCCOCCOCCOCC2)c(C)c1. Its multiplicity is 1. Its energy relative to the best compared isomer or geometry (same formula, charge and spin) is 8.03 kJ/mol. The value obtained for the orbital gap is 9.09 eV.

```
62
Properties=species:S:1:pos:R:3:lowdin_charge:R:1
C -7.42 -0.93 -1.34 -0.0532
C -6.05 -0.52 -0.89 -0.2730
C -5.87 0.61 -0.11 -0.0075
C -4.61 1.00 0.34 -0.1884
C -3.51 0.21 0.01 -0.1488
C -3.67 -0.93 -0.79 -0.1970
C -4.94 -1.28 -1.23 -0.0133
H -5.06 -2.16 -1.84 0.1144
C -2.48 -1.77 -1.16 -0.0360
H -1.92 -2.06 -0.28 0.0791
H -2.80 -2.67 -1.68 0.0799
H -1.82 -1.21 -1.82 0.0813
N -2.21 0.56 0.44 0.1411
C -1.83 0.76 1.72 -0.4756
O -2.54 0.66 2.70 0.0687
C -0.37 1.21 1.82 -0.0969
N 0.48 0.60 0.80 -0.1792
C 0.78 -0.78 1.13 -0.1485
H 1.58 -0.85 1.88 0.1282
H -0.12 -1.24 1.55 0.1320
C 1.19 -1.57 -0.13 -0.1830
O 1.30 -2.96 0.10 -0.1293
C 2.42 -3.37 0.85 -0.1828
C 3.76 -3.06 0.19 -0.1874
O 4.14 -1.74 0.48 -0.1598
C 5.29 -1.31 -0.19 -0.1920
C 5.47 0.19 0.04 -0.1924
O 4.53 0.88 -0.75 -0.1661
C 4.63 2.28 -0.62 -0.1884
H 5.62 2.61 -0.95 0.1260
H 4.49 2.59 0.43 0.1329
C 3.55 2.96 -1.48 -0.1775
H 3.96 3.88 -1.90 0.1258
H 3.29 2.27 -2.30 0.1314
O 2.40 3.36 -0.78 -0.1363
C 1.39 2.40 -0.60 -0.1813
H 0.49 2.97 -0.37 0.1226
H 1.22 1.84 -1.53 0.1287
C 1.67 1.40 0.54 -0.1556
H 2.49 0.75 0.24 0.0990
H 1.99 1.96 1.43 0.1354
H 5.32 0.41 1.10 0.1360
H 6.49 0.48 -0.25 0.1300
H 6.18 -1.85 0.18 0.1312
H 5.20 -1.50 -1.27 0.1343
H 4.53 -3.76 0.57 0.1290
H 3.68 -3.20 -0.90 0.1360
H 2.30 -4.45 0.94 0.1291
H 2.41 -2.92 1.85 0.1244
H 2.12 -1.17 -0.54 0.1117
H 0.40 -1.47 -0.88 0.1114
H -0.01 1.00 2.84 0.1378
H -0.37 2.29 1.68 0.1319
H -1.45 0.50 -0.22 0.1323
C -4.45 2.26 1.13 -0.0373
H -3.61 2.84 0.77 0.0850
H -5.36 2.86 1.08 0.0769
H -4.25 2.01 2.18 0.0746
H -6.72 1.22 0.15 0.1154
H -7.86 -1.61 -0.61 0.0835
H -7.38 -1.44 -2.30 0.0748
H -8.07 -0.06 -1.43 0.0747
```

---

Entry 2:
# C16H21N3O2

A single C16H21N3O2 molecule (ωB97M-V/def2-TZVPD, the Open Molecules 2025 dataset).

The calculation puts the HOMO energy at -7.86 eV. Its lowest unoccupied orbital energy is 0.73 eV. Its charge is 0. As for the total energy: -25498.92394 eV. Its structure (SMILES) is CN(C)CCc1c[nH]c2ccc(C[C@H]3COC(=O)N3)cc12. Its multiplicity is 1. Its energy relative to the best compared isomer or geometry (same formula, charge and spin) is 146.13 kJ/mol. The value obtained for the orbital gap is 8.59 eV.

```
42
Properties=species:S:1:pos:R:3:lowdin_charge:R:1
C 2.64 3.63 -0.98 -0.1171
N 2.79 2.29 -1.49 -0.2847
C 3.55 2.28 -2.72 -0.1103
H 4.53 2.71 -2.53 0.0820
H 3.07 2.85 -3.53 0.0873
H 3.69 1.26 -3.05 0.0732
C 1.51 1.61 -1.64 -0.2129
H 0.84 1.95 -0.85 0.1106
C 1.67 0.09 -1.52 -0.1223
C 0.37 -0.61 -1.72 -0.1829
C -0.03 -1.30 -2.83 -0.0429
N -1.30 -1.79 -2.66 0.0784
C -1.75 -1.43 -1.43 -0.2067
C -2.96 -1.67 -0.79 -0.0059
C -3.12 -1.18 0.49 -0.0605
C -2.12 -0.43 1.13 -0.2383
C -0.93 -0.17 0.48 0.0257
C -0.73 -0.67 -0.80 -0.1054
H -0.17 0.43 0.95 0.1188
C -2.33 0.01 2.55 -0.0991
H -1.99 1.04 2.69 0.1187
H -3.39 -0.03 2.81 0.1167
C -1.56 -0.89 3.55 -0.2645
N -0.13 -0.79 3.40 0.1263
C 0.39 -1.85 2.72 -0.5914
O 1.50 -1.95 2.29 0.1113
O -0.55 -2.83 2.65 0.0537
C -1.74 -2.39 3.28 -0.0974
H -2.58 -2.60 2.61 0.1194
H -1.87 -2.96 4.21 0.1297
H 0.34 0.10 3.39 0.1532
H -1.86 -0.62 4.57 0.1421
H -4.06 -1.36 1.00 0.1086
H -3.74 -2.24 -1.27 0.1078
H -1.80 -2.35 -3.32 0.1544
H 0.51 -1.49 -3.73 0.1220
H 2.38 -0.27 -2.26 0.1053
H 2.06 -0.15 -0.52 0.1235
H 1.04 1.86 -2.60 0.1273
H 3.63 4.07 -0.85 0.0808
H 2.14 3.60 -0.01 0.0791
H 2.06 4.29 -1.65 0.0864
```

---

Entry 3:
# C6H6O

A single C6H6O molecule (ωB97M-V/def2-TZVPD, the Open Molecules 2025 dataset).

The calculation puts the HOMO energy at -8.99 eV. Its lowest unoccupied orbital energy is 0.97 eV. Its charge is 0. As for the total energy: -8363.83342 eV. Its structure (SMILES) is C#CC1=CCOC1. Its multiplicity is 1. Its energy relative to the best compared isomer or geometry (same formula, charge and spin) is 257.88 kJ/mol. The value obtained for the orbital gap is 9.95 eV.

```
13
Properties=species:S:1:pos:R:3:lowdin_charge:R:1
C 2.91 -0.57 0.70 0.1324
C 1.80 -0.18 0.41 -0.0874
C 0.44 0.07 0.06 -0.2501
C -0.32 1.14 0.24 0.0078
C -1.72 0.83 -0.21 -0.1903
O -1.68 -0.51 -0.67 -0.1125
C -0.39 -1.06 -0.51 -0.1544
H 3.87 -0.92 0.99 0.0276
H -0.01 2.09 0.67 0.1221
H -2.43 0.92 0.62 0.1221
H -2.06 1.50 -1.01 0.1216
H -0.01 -1.41 -1.48 0.1306
H -0.40 -1.91 0.18 0.1303
```